Record 1
Density functional theory data (the ωB97M-V functional and the def2-TZVPD basis) for the molecule C25H24N4O2.

Element x y z (Å)
H 4.3763 0.5364 -0.9979
H 1.2202 -2.2342 -3.8521
C -2.8225 0.5275 6.8516
C -2.4860 -1.3919 5.4097
C 2.6410 1.7030 -0.5395
C 2.2702 1.8595 -3.2979
H 2.3903 -1.0477 -3.2462
H -0.9488 0.4164 -5.4515
C 1.4928 -0.5318 -5.1802
C -0.8032 -0.5543 0.9269
C -1.3668 0.2730 -0.0344
C 3.3519 1.1672 -2.7659
C -0.8755 0.1944 -1.3285
C -2.0449 1.3086 6.0085
H -2.0519 0.2264 2.3345
C -1.6888 -0.6106 4.5659
H -3.6521 -1.4202 7.1838
H 0.8351 -1.0998 -5.8474
H 4.0590 0.6896 -3.4321
H -0.6016 2.0298 -4.8172
N 1.0686 0.8455 -5.2679
C -3.0422 -0.7962 6.5497
H -1.3793 -3.6214 4.1176
C 0.2253 -1.4509 0.6044
H 0.6358 -2.0701 1.3833
C 3.5360 1.0864 -1.3964
H 2.7710 1.6219 0.5291
O -0.0511 -1.9381 3.4359
N -1.2087 0.9116 -2.4494
C 1.4338 -1.1618 -3.7675
H 1.5105 -2.2341 -0.9197
C 1.4093 2.5203 -2.4295
H -1.8673 2.3491 6.2318
H 0.8950 2.9334 -0.3996
H 1.6041 2.8215 -5.0927
C -0.2925 0.9849 -4.7798
H 2.5112 -0.6108 -5.5652
H -2.9954 -4.3735 4.1937
C -1.4934 0.7365 4.8828
C 1.5868 2.4332 -1.0603
C 2.0080 1.8519 -4.7864
H -3.2593 0.9553 7.7412
O -2.8535 -2.6847 5.2451
N 0.4141 -0.5286 -2.9769
C 0.1613 -0.7163 -1.6411
C -0.4194 0.4706 -3.3874
N -1.3093 -0.4528 2.2321
C -2.4548 -3.4303 4.1190
H -0.8669 1.3309 4.2319
C 0.7162 -1.5434 -0.6812
C -0.9317 -1.1041 3.3681
H -2.1565 0.9671 0.2098
H 0.5854 3.0967 -2.8233
H 2.9449 1.6873 -5.3270
H -2.7305 -2.9285 3.1857

Force components x, y, z for each atom (eV/Å):
H 0.0687 -0.0386 0.0397
H 0.0569 0.1062 -0.0079
C 0.0189 -0.0571 -0.0563
C -0.1205 0.1618 0.0894
C 0.0482 0.0196 0.0726
C 0.1647 0.1303 0.0032
H -0.1513 -0.0689 -0.0746
H -0.0114 0.0853 0.0739
C -0.0545 -0.1859 0.0224
C 0.1751 -0.0343 -0.2783
C 0.1431 -0.1035 -0.0047
C -0.0100 0.1225 -0.0285
C 0.5059 -0.5572 -0.0697
C 0.0474 0.1404 -0.0360
H 0.1110 -0.2205 0.1158
C 0.0119 -0.1573 0.1005
H -0.0838 -0.0669 0.0603
H 0.1002 -0.0357 0.0435
H 0.0537 -0.0519 -0.0734
H -0.0394 -0.0416 0.0452
N -0.0715 0.0914 -0.1638
C 0.0685 -0.1520 -0.0996
H -0.1803 0.0239 0.0170
C 0.1362 -0.1531 0.1630
H 0.0038 -0.0139 0.0127
C 0.0930 -0.0847 0.0488
H 0.0118 0.0013 0.0985
O 0.1312 -0.0490 -0.0305
N -0.3618 0.3948 -0.3409
C 0.3893 -0.2512 -0.1658
H 0.0954 -0.0879 0.0158
C 0.1647 0.0725 -0.0331
H 0.0320 0.0880 0.0193
H -0.0722 0.0388 0.0698
H 0.1011 -0.0138 0.0046
C -0.0120 -0.0130 -0.2462
H -0.0320 -0.0771 -0.0014
H 0.0008 0.0902 -0.0641
C -0.0871 0.0117 0.1321
C -0.0532 0.0547 0.0605
C -0.0195 0.0276 -0.0417
H -0.0522 0.0221 0.0799
O 0.0195 0.2455 0.3410
N -0.2235 0.1363 -0.1108
C -0.4279 0.2275 0.4557
C -0.1953 -0.1083 0.1761
N -0.3276 0.2618 0.0514
C 0.1777 -0.3810 -0.3006
H 0.0549 0.0387 -0.0486
C -0.0151 0.0471 -0.2369
C -0.1093 0.1539 0.0384
H -0.1242 0.1053 0.0382
H -0.1037 0.0415 -0.0473
H -0.0240 0.0877 0.0340
H -0.0222 -0.0242 0.0376

Values from the calculation:
**Kohn-Sham gap**: 8.6 eV
**HOMO**: -7.9 eV
**Maximum force**: 0.8 eV Å⁻¹
**ΔE to the lowest compared entry with this formula, charge and spin**: 1.034 eV
**E_LUMO**: 0.72 eV
**2S+1**: 1
**SMILES**: COc1ccccc1C(=O)Nc1ccc2c(c1)nc1n2CCN(Cc2ccccc2)C1

Atomic partial charges in e from the natural (NBO) method, atoms 1 to 2: number 1, H, carries 0.214; number 2, H, carries 0.205

---

Record 2
Density functional theory data (the ωB97M-V functional and the def2-TZVPD basis) for C10H15Cl10N as an isolated structure.

Element x y z (Å)
C 0.0398 0.0337 1.3374
H -1.7988 0.1921 -1.4182
Cl -1.9331 0.3361 2.6328
C -3.4301 -0.5909 3.0466
H 0.0705 0.1529 2.4104
Cl 4.4234 0.9438 2.6017
Cl -1.6227 -1.7648 -1.0432
H 2.4804 1.1897 3.8655
H -3.1780 -1.6513 3.0487
H -2.0418 0.1586 0.9576
H 0.8742 2.3454 0.7929
Cl 0.2859 -1.7964 -4.5994
H -3.1179 -3.1649 -2.2726
Cl -0.9068 -3.4186 -3.2289
H 2.3275 -0.1616 -1.1745
H 2.1193 0.5757 2.3060
C -1.0742 0.0465 0.4910
H -3.8481 -0.3781 4.0306
C 1.3046 -0.0552 0.7363
C -2.2599 -2.5383 -2.5159
H 1.3746 0.1464 -3.5764
H 1.6808 3.7014 -0.1892
C -0.8874 -0.0174 -0.8781
C 2.7632 1.2910 2.8177
N 0.3191 0.0080 -1.4382
C 1.3348 2.6689 -0.1405
Cl 2.7581 1.6681 -0.3206
H 2.1818 -0.1312 1.3618
Cl -4.6679 -0.3811 1.7723
C 0.9095 -0.7822 -3.2457
H -0.0047 -0.5722 -2.6907
C 1.3956 -0.0964 -0.6327
Cl 0.2011 2.4772 -1.6033
Cl 2.4625 2.9224 2.0954
H -2.5606 -1.6818 -3.1192
Cl 2.0251 -1.6754 -2.2173

Force components x, y, z for each atom (eV/Å):
C 2.2618 -0.2998 -2.2260
H 0.6048 1.8529 -0.7745
Cl -4.4969 0.2974 7.8758
C 0.1886 -0.2246 -0.1428
H 0.1415 -0.2369 -0.3007
Cl 1.1274 -0.7320 -0.0061
Cl -2.4675 -6.8945 0.1941
H 0.2758 0.8893 0.0854
H 0.2393 0.2135 -0.1959
H 0.3947 -0.3361 -3.1471
H -0.6926 0.3073 -1.0875
Cl 2.9807 2.6915 -3.7536
H 0.2234 -0.0272 -0.0753
Cl -2.7810 -2.9777 2.3122
H -0.9359 0.4208 1.3390
H 0.7202 1.3686 1.0629
C 1.0319 0.4921 0.0206
H 0.0972 0.5747 -0.3113
C -1.6803 -2.2730 0.8653
C 0.2274 -0.3516 -0.0405
H -0.1731 -0.2851 -0.1743
H -0.4069 -0.2039 0.2097
C 1.3174 4.0725 0.6349
C -0.9439 0.7511 0.7799
N 0.8274 2.6482 6.8554
C -0.9411 0.0681 -2.0678
Cl 3.1626 3.8713 -1.4453
H -0.2707 -1.1006 -1.7022
Cl 0.1428 0.0789 0.3337
C -0.7197 -1.8183 -3.1146
H 0.8766 -1.0581 -2.2127
C -2.4960 -0.5187 -0.3696
Cl 0.6918 2.6475 0.7814
Cl 0.5659 0.4612 3.7669
H 0.0899 -0.2706 -0.4245
Cl 0.8165 -4.0984 -3.5453

Values from the calculation:
**Kohn-Sham gap**: 7.8 eV
**HOMO**: -7.6 eV
**Maximum force**: 9.1 eV Å⁻¹
**ΔE to the lowest compared entry with this formula, charge and spin**: 16.534 eV
**E_LUMO**: 0.24 eV
**2S+1**: 1

Atomic partial charges in e from the natural (NBO) method, atoms 1 to 2: number 1, C, carries -0.202; number 2, H, carries 0.210

---

Record 3
Density functional theory data (the ωB97M-V functional and the def2-TZVPD basis) for the molecule C6H12O.

Element x y z (Å)
C 0.1574 0.7459 0.1656
H -1.7034 -1.5987 1.3864
H -0.9256 -1.7724 -0.2085
H 1.1739 0.2464 -1.6897
H -0.8876 0.5428 -1.7342
H -2.6756 0.5601 0.7347
H -1.4136 1.9572 -0.8205
H 2.6959 -0.4357 0.8883
C -1.0975 0.9148 -0.7249
C 2.3097 -0.6552 -0.1114
H 0.3037 1.6270 0.8013
H 1.7327 -1.5825 -0.0460
C 1.4438 0.4811 -0.6520
C -2.1450 0.0206 -0.0572
O -0.1447 -0.3248 1.0663
H 3.1625 -0.8284 -0.7783
H -2.8828 -0.3778 -0.7609
H 2.0335 1.4058 -0.6944
C -1.2492 -1.0474 0.5585

Force components x, y, z for each atom (eV/Å):
C 0.0472 0.1600 -0.1143
H 0.0588 0.0850 -0.1033
H -0.0442 0.0849 0.0912
H 0.0392 0.0251 0.1442
H -0.0287 0.0693 0.1287
H 0.0689 -0.0846 -0.0846
H 0.0546 -0.1294 0.0617
H -0.0792 -0.0314 -0.1059
C -0.0163 0.0628 -0.0863
C 0.0644 -0.0267 0.0126
H 0.0179 -0.1073 -0.0862
H 0.1262 0.1280 0.0062
C 0.0452 -0.0162 -0.0896
C -0.0725 -0.0058 0.0381
O 0.0406 -0.0397 0.0067
H -0.1256 0.0473 0.1256
H 0.1300 0.0468 0.1040
H -0.1126 -0.1232 -0.0097
C -0.2140 -0.1448 -0.0390

Values from the calculation:
**Kohn-Sham gap**: 10.6 eV
**HOMO**: -9.5 eV
**Maximum force**: 0.3 eV Å⁻¹
**ΔE to the lowest compared entry with this formula, charge and spin**: 0.583 eV
**E_LUMO**: 1.10 eV
**2S+1**: 1
**SMILES**: CC[C@H]1CCCO1

Atomic partial charges in e from the natural (NBO) method, atoms 1 to 2: number 1, C, carries 0.093; number 2, H, carries 0.193

---

Record 4
Density functional theory data (the ωB97M-V functional and the def2-TZVPD basis) for the molecule C3H3ClFN3.

Element x y z (Å)
C -1.3320 -0.4146 -0.1788
N -0.0133 -0.3590 0.3288
H 0.2903 0.1285 2.4262
Cl 0.5424 1.5625 -2.8444
H 1.0337 -1.1969 1.8581
N -1.3914 0.4052 -1.3511
F 2.1998 0.4235 -0.3310
C -0.0124 0.5500 -1.4878
C 0.8837 0.2278 -0.4802
H -2.2961 -0.6596 0.3641
N 0.0954 -0.6673 1.6959

Force components x, y, z for each atom (eV/Å):
C 0.0898 3.8002 -2.1204
N -2.4002 -1.6615 3.8045
H -0.9841 -0.8658 -2.6098
Cl -0.1532 -0.6757 0.5048
H -2.2354 0.6495 -0.7169
N 3.6294 -4.0046 3.6076
F -1.5127 -0.5381 0.3138
C 0.4303 3.4134 -2.8974
C -2.5036 0.6734 -2.3433
H 2.0059 -0.0013 -0.3023
N 3.6338 -0.7895 2.7593

Values from the calculation:
**Kohn-Sham gap**: 9.2 eV
**HOMO**: -8.9 eV
**Maximum force**: 6.5 eV Å⁻¹
**ΔE to the lowest compared entry with this formula, charge and spin**: 2.510 eV
**E_LUMO**: 0.32 eV
**2S+1**: 1
**SMILES**: Nn1cnc(Cl)c1F

Atomic partial charges in e from the natural (NBO) method, atoms 1 to 2: number 1, C, carries 0.124; number 2, N, carries -0.217